1.
Formula: C4H7NO
Source: the Open Molecules 2025 dataset
Level of theory: the ωB97M-V functional and the def2-TZVPD basis

```
13
Properties=species:S:1:pos:R:3:lowdin_charge:R:1
C -1.805 -0.129 -0.158 -0.07
C -0.438 0.117 0.385 -0.23
N 0.747 -0.977 0.216 0.00
C 1.678 0.144 -0.029 -0.08
C 0.524 1.158 0.135 -0.44
O 0.496 2.365 0.045 0.05
H -2.320 -0.953 0.346 0.07
H -1.817 -0.324 -1.241 0.08
H -2.401 0.773 0.015 0.09
H 0.172 -0.781 1.196 0.16
H 0.608 -1.691 -0.491 0.13
H 2.023 0.110 -1.065 0.13
H 2.535 0.188 0.646 0.12
```

Output
maximum force = 0.60 eV Å⁻¹
highest occupied orbital energy = -8.0 eV
orbital gap = 0.3222 Eh
total charge = 0
energy relative to the best compared isomer or geometry (same formula, charge and spin) = 4.400 eV
spin multiplicity = 1

***

2.
Formula: C4H7NO
Source: the Open Molecules 2025 dataset
Level of theory: the ωB97M-V functional and the def2-TZVPD basis

```
13
Properties=species:S:1:pos:R:3:lowdin_charge:R:1
C 1.307 -1.148 -0.497 -0.05
C 0.515 -0.004 0.068 -0.32
C -0.214 0.970 -0.751 -0.09
N -0.965 -0.085 -0.045 -0.02
C -1.640 0.351 1.127 -0.29
O -1.369 1.329 1.779 0.06
H 1.341 -1.985 0.208 0.08
H 2.333 -0.820 -0.693 0.08
H 0.866 -1.501 -1.431 0.08
H 0.859 0.373 1.031 0.14
H -0.303 1.983 -0.367 0.11
H -0.256 0.853 -1.831 0.11
H -2.474 -0.317 1.402 0.13
```

Output
SMILES = C[C@H]1CN1C=O
maximum force = 0.53 eV Å⁻¹
highest occupied orbital energy = -10.0 eV
orbital gap = 0.4083 Eh
total charge = 0
energy relative to the best compared isomer or geometry (same formula, charge and spin) = 1.850 eV
spin multiplicity = 1

***

3.
Formula: C4H7NO
Source: the Open Molecules 2025 dataset
Level of theory: the ωB97M-V functional and the def2-TZVPD basis

```
13
Properties=species:S:1:pos:R:3:lowdin_charge:R:1
C 1.076 -0.106 -1.040 -0.15
C -0.259 0.955 0.706 -0.35
N 1.269 0.331 0.315 -0.02
C -1.273 -0.052 0.682 -0.14
C -1.502 -0.917 -0.335 0.03
O -0.216 2.053 1.194 0.09
H 1.925 1.104 0.472 0.14
H 1.427 -0.436 0.964 0.15
H 1.192 0.689 -1.766 0.03
H 1.601 -1.026 -1.271 0.02
H -1.809 -0.147 1.621 0.11
H -1.250 -0.698 -1.355 0.03
H -2.182 -1.750 -0.187 0.06
```

Output
maximum force = 2.45 eV Å⁻¹
highest occupied orbital energy = -6.7 eV
orbital gap = 0.2653 Eh
total charge = 0
energy relative to the best compared isomer or geometry (same formula, charge and spin) = 4.873 eV
spin multiplicity = 1

***

4.
Formula: C4H7NO
Source: the Open Molecules 2025 dataset
Level of theory: the ωB97M-V functional and the def2-TZVPD basis

```
13
Properties=species:S:1:pos:R:3:lowdin_charge:R:1
C -1.811 -0.404 0.424 -0.15
C -0.401 -0.926 0.412 -0.22
C 0.865 0.684 -1.182 -0.08
N 0.572 -0.035 0.078 -0.11
C 1.763 0.353 0.476 -0.10
O 2.141 1.072 -0.652 -0.03
H -1.995 0.313 1.245 0.06
H -2.518 -1.229 0.558 0.06
H -2.087 0.108 -0.508 0.06
H -0.107 -1.550 1.252 0.08
H 0.969 -0.022 -2.005 0.15
H 0.222 1.533 -1.417 0.14
H 2.387 0.102 1.318 0.13
```

Output
maximum force = 0.49 eV Å⁻¹
highest occupied orbital energy (spin up / spin down) = -6.3 / -6.3 eV
orbital gap (spin up / spin down) = 0.2639 / 0.2638 Eh
total charge = 0
energy relative to the best compared isomer or geometry (same formula, charge and spin) = 4.777 eV
spin multiplicity = 1

***

5.
Formula: C4H7NO
Source: the Open Molecules 2025 dataset
Level of theory: the ωB97M-V functional and the def2-TZVPD basis

```
13
Properties=species:S:1:pos:R:3:lowdin_charge:R:1
C -1.558 0.388 -0.403 -0.05
C -0.318 -0.461 -0.129 -0.24
C 1.077 -0.036 -0.667 -0.13
N 1.571 -0.143 0.704 0.08
C 0.331 -0.323 1.263 -0.48
O -0.071 -0.314 2.400 0.08
H -2.423 -0.245 -0.611 0.07
H -1.804 1.001 0.470 0.08
H -1.422 1.050 -1.263 0.07
H -0.503 -1.518 -0.348 0.14
H 1.102 0.986 -1.066 0.11
H 1.554 -0.724 -1.373 0.11
H 2.436 0.165 1.126 0.14
```

Output
SMILES = C[C@H]1CNC1=O
maximum force = 0.48 eV Å⁻¹
highest occupied orbital energy = -9.7 eV
orbital gap = 0.3944 Eh
total charge = 0
energy relative to the best compared isomer or geometry (same formula, charge and spin) = 0.891 eV
spin multiplicity = 1

***

6.
Formula: C4H7NO
Source: the Open Molecules 2025 dataset
Level of theory: the ωB97M-V functional and the def2-TZVPD basis

```
13
Properties=species:S:1:pos:R:3:lowdin_charge:R:1
C -1.984 0.052 0.467 -0.13
N -0.764 0.806 0.291 0.00
C -0.232 0.406 -0.784 -0.17
C 1.070 -0.274 -0.622 -0.26
C 2.046 0.186 0.356 -0.12
O 1.183 -0.875 0.683 -0.04
H -1.614 -0.964 0.697 0.09
H -2.650 -0.043 -0.405 0.08
H -2.452 0.449 1.350 0.07
H -0.821 0.198 -1.690 0.11
H 1.304 -0.986 -1.407 0.14
H 3.087 -0.084 0.212 0.11
H 1.826 1.130 0.853 0.12
```

Output
SMILES = C/N=C/[C@H]1CO1
maximum force = 0.96 eV Å⁻¹
highest occupied orbital energy = -8.8 eV
orbital gap = 0.3407 Eh
total charge = 0
energy relative to the best compared isomer or geometry (same formula, charge and spin) = 4.222 eV
spin multiplicity = 1

***

7.
Formula: C4H7NO
Source: the Open Molecules 2025 dataset
Level of theory: the ωB97M-V functional and the def2-TZVPD basis

```
13
Properties=species:S:1:pos:R:3:lowdin_charge:R:1
C -0.463 -0.773 -1.562 0.01
C 0.574 -0.861 -0.461 -0.50
O 1.671 -1.330 -0.659 0.08
N 0.243 -0.388 0.822 -0.03
C -0.692 0.667 1.125 -0.13
C 0.776 0.887 1.257 -0.10
H 0.054 -0.442 -2.466 0.09
H -0.867 -1.768 -1.768 0.09
H -1.290 -0.093 -1.345 0.06
H -1.292 0.492 2.015 0.11
H -1.218 1.175 0.319 0.10
H 1.259 0.924 2.227 0.10
H 1.246 1.510 0.495 0.12
```

Output
SMILES = CC(=O)N1CC1
maximum force = 0.36 eV Å⁻¹
highest occupied orbital energy = -9.7 eV
orbital gap = 0.3940 Eh
total charge = 0
energy relative to the best compared isomer or geometry (same formula, charge and spin) = 1.773 eV
spin multiplicity = 1

***

8.
Formula: C4H7NO
Source: the Open Molecules 2025 dataset
Level of theory: the ωB97M-V functional and the def2-TZVPD basis

```
13
Properties=species:S:1:pos:R:3:lowdin_charge:R:1
C 1.313 -0.374 0.225 -0.05
C -0.201 -0.545 0.341 -0.48
O -0.649 -0.538 1.683 -0.03
C -1.000 0.517 -0.405 -0.16
C -0.920 0.206 -1.987 -0.15
N -0.288 1.151 -2.247 0.17
H 1.824 -1.151 0.802 0.08
H 1.648 -0.443 -0.815 0.08
H 1.637 0.606 0.605 0.09
H -0.487 -1.515 -0.070 0.14
H -0.142 0.114 2.180 0.09
H -0.673 1.525 -0.082 0.11
H -2.063 0.447 -0.230 0.10
```

Output
SMILES = C[C@@H](O)CC#N
maximum force = 1.66 eV Å⁻¹
highest occupied orbital energy = -10.8 eV
orbital gap = 0.4035 Eh
total charge = 0
energy relative to the best compared isomer or geometry (same formula, charge and spin) = 3.183 eV
spin multiplicity = 1

***

9.
Formula: C4H7NO
Source: the Open Molecules 2025 dataset
Level of theory: the ωB97M-V functional and the def2-TZVPD basis

```
13
Properties=species:S:1:pos:R:3:lowdin_charge:R:1
O -1.934 0.359 1.149 0.02
C -1.610 -0.649 0.558 -0.42
N -0.459 -1.338 0.805 0.09
C 1.233 -0.374 -0.517 0.05
C 1.262 1.027 0.034 -0.24
C 0.553 0.759 -1.245 -0.24
H -2.190 -1.071 -0.283 0.14
H 0.067 -1.118 1.639 0.12
H -0.259 -2.214 0.349 0.11
H 0.623 1.282 0.878 0.09
H 2.251 1.481 0.072 0.09
H 0.992 0.987 -2.215 0.09
H -0.529 0.868 -1.224 0.09
```

Output
maximum force = 0.42 eV Å⁻¹
highest occupied orbital energy = -8.8 eV
orbital gap = 0.3299 Eh
total charge = 0
energy relative to the best compared isomer or geometry (same formula, charge and spin) = 4.902 eV
spin multiplicity = 1

***

10.
Formula: C4H7NO
Source: the Open Molecules 2025 dataset
Level of theory: the ωB97M-V functional and the def2-TZVPD basis

```
13
Properties=species:S:1:pos:R:3:lowdin_charge:R:1
C 2.011 0.732 -0.568 0.01
N 1.065 0.274 0.259 0.03
C -0.297 -0.167 0.070 -0.62
C -0.700 -1.148 1.149 -0.01
C -1.133 0.760 -0.751 -0.09
O -0.633 -0.438 -1.205 0.01
H 2.922 0.889 0.032 0.07
H 1.808 1.006 -1.619 0.08
H 0.296 -1.649 1.152 0.08
H -1.374 -1.981 0.700 0.11
H -1.122 -0.774 2.150 0.10
H -2.214 0.774 -0.449 0.13
H -0.629 1.723 -0.921 0.12
```

Output
SMILES = C=N[C@@]1(C)CO1
maximum force = 5.26 eV Å⁻¹
highest occupied orbital energy = -9.4 eV
orbital gap = 0.3821 Eh
total charge = 0
energy relative to the best compared isomer or geometry (same formula, charge and spin) = 3.849 eV
spin multiplicity = 1

***

11.
Formula: C4H7NO
Source: the Open Molecules 2025 dataset
Level of theory: the ωB97M-V functional and the def2-TZVPD basis

```
13
Properties=species:S:1:pos:R:3:lowdin_charge:R:1
O -1.516 0.583 1.010 0.03
C -0.338 0.231 0.275 -0.65
C 0.401 1.073 1.252 0.20
N 1.004 -0.667 -0.981 -0.01
C 0.090 -1.207 0.084 -0.13
C 0.000 0.428 -1.192 -0.13
H -1.692 1.523 0.845 0.11
H 1.791 -0.225 -0.498 0.09
H 0.744 0.362 2.033 0.03
H -0.652 -1.849 -0.402 0.12
H 0.543 -1.725 0.934 0.12
H 0.381 1.404 -1.503 0.12
H -0.755 0.055 -1.890 0.12
```

Output
maximum force = 0.37 eV Å⁻¹
highest occupied orbital energy = -9.0 eV
orbital gap = 0.3275 Eh
total charge = 0
energy relative to the best compared isomer or geometry (same formula, charge and spin) = 6.145 eV
spin multiplicity = 1

***

12.
Formula: C4H7NO
Source: the Open Molecules 2025 dataset
Level of theory: the ωB97M-V functional and the def2-TZVPD basis

```
13
Properties=species:S:1:pos:R:3:lowdin_charge:R:1
N -1.767 0.774 -0.451 0.12
C -0.450 0.863 -0.479 -0.71
C 0.279 0.733 0.881 -0.10
C 0.937 -0.637 0.605 -0.17
C -0.051 -1.064 -0.439 0.17
O 0.335 0.885 -1.500 -0.06
H -2.085 0.824 -1.425 0.06
H 1.002 1.535 1.036 0.12
H -0.439 0.684 1.700 0.11
H 0.955 -1.324 1.456 0.12
H 1.932 -0.530 0.173 0.12
H -0.997 -1.457 -0.087 0.11
H 0.239 -1.330 -1.448 0.12
```

Output
maximum force = 0.47 eV Å⁻¹
highest occupied orbital energy (spin up / spin down) = -8.8 / -8.9 eV
orbital gap (spin up / spin down) = 0.2693 / 0.2729 Eh
total charge = 0
energy relative to the best compared isomer or geometry (same formula, charge and spin) = 4.823 eV
spin multiplicity = 1

***

- What is the spin multiplicity in the seventh record?
  1

***

- What is the formula in the third record?
  C4H7NO